# 1
The following is a DFT calculation (ωB97M-V with the def2-TZVPD basis set) of a structure of composition C31H30N4O13SSbSc at a distorted geometry.

Positions of all 81 atoms, in Å:
Sc (-1.15432, -1.86596, 1.32451)
O (-0.88598, -3.92190, -2.45760)
C (-0.63648, -3.22618, -1.46180)
O (-1.23990, -3.19544, -0.31369)
C (0.54152, -2.24993, -1.77611)
C (1.47658, -2.60078, -2.77864)
C (2.52991, -1.73330, -2.91703)
C (2.57622, -0.46255, -2.41056)
C (1.61708, -0.14166, -1.49072)
C (0.61506, -1.03796, -1.04788)
O (-0.16976, -0.67958, -0.06197)
N (1.77968, 1.14873, -0.85648)
O (2.08011, 2.05333, -1.64891)
O (1.81911, 1.29929, 0.39463)
N (3.76556, -2.19796, -3.58777)
O (3.80282, -3.38427, -3.95027)
O (4.70942, -1.37570, -3.62552)
H (1.41251, -3.51386, -3.35599)
H (3.33316, 0.22879, -2.76992)
C (6.37202, -1.51223, -0.51880)
C (5.20788, -1.67940, 0.42643)
C (4.58928, -2.94391, 0.55481)
C (3.43655, -3.07279, 1.33459)
C (2.89654, -1.95312, 1.93818)
C (3.55738, -0.71170, 1.91167)
C (4.73498, -0.59539, 1.17629)
S (1.38678, -2.27853, 2.78623)
O (0.64585, -3.21775, 1.90080)
O (1.74225, -2.74878, 4.10342)
N (0.36599, -1.08857, 2.71693)
C (0.35915, 0.02582, 3.52247)
C (1.37184, 0.31911, 4.45556)
C (1.29108, 1.53409, 5.10453)
C (0.24339, 2.43240, 4.91892)
C (-0.81425, 2.17571, 4.01223)
C (-1.84943, 3.06379, 3.67123)
C (-2.90185, 2.61298, 2.88423)
C (-2.90436, 1.29253, 2.44522)
N (-1.85058, 0.45890, 2.61981)
C (-0.79614, 0.88818, 3.34634)
H (7.32027, -1.61686, 0.03918)
H (6.37138, -0.49307, -0.99842)
H (6.38585, -2.28286, -1.32747)
H (4.98943, -3.81923, 0.05681)
H (2.88945, -3.99010, 1.34071)
H (3.13689, 0.14926, 2.41346)
H (5.28117, 0.33369, 1.14648)
H (2.19973, -0.39137, 4.57919)
H (2.11714, 1.80640, 5.75507)
H (0.20577, 3.32090, 5.53513)
H (-1.85260, 4.10741, 3.97107)
H (-3.72537, 3.25992, 2.64422)
H (-3.78283, 0.89199, 1.92052)
O (-5.23260, -0.98386, 1.39059)
C (-4.14842, -1.55305, 1.43115)
O (-3.09275, -1.33670, 0.68774)
C (-3.81724, -2.72754, 2.49729)
O (-4.70070, -3.29548, 3.09224)
O (-2.52832, -2.89709, 2.55566)
C (-4.98383, 3.04592, -2.95977)
C (-4.76866, 2.08092, -1.80595)
Sb (-2.71739, 1.24691, -1.46554)
C (-1.37096, 2.99126, -1.11014)
C (-0.87548, 3.69154, -2.34679)
C (-2.07353, 0.09925, -3.24181)
C (-3.03660, 0.25833, -4.40678)
H (-6.00223, 2.97777, -3.34839)
H (-4.33258, 2.79791, -3.80401)
H (-4.81245, 4.11293, -2.71250)
H (-5.32718, 1.13351, -1.93755)
H (-4.95991, 2.52064, -0.82217)
H (-0.55908, 2.61321, -0.46839)
H (-2.03250, 3.61465, -0.43352)
H (-0.59812, 2.96909, -3.15120)
H (0.00326, 4.29513, -2.09916)
H (-1.64525, 4.38835, -2.73366)
H (-2.01862, -0.95016, -2.86709)
H (-1.04013, 0.51271, -3.42483)
H (-4.03877, -0.21346, -4.23408)
H (-2.65779, -0.15514, -5.34052)
H (-3.22510, 1.34192, -4.53615)

Net charge: -2
Energy: -103287.2786 eV
Frontier orbital gap: 6.0 eV

=====

# 2
The following is a DFT calculation (ωB97M-V with the def2-TZVPD basis set) of a structure of composition C31H31AlAsF2N2P.

Positions of all 69 atoms, in Å:
Al (0.53606, -1.14066, 0.20753)
N (-0.26401, -3.05687, 0.14621)
C (-0.05454, -3.57135, 1.48641)
C (0.22541, -4.85585, 1.83328)
C (0.32631, -5.19443, 3.20653)
C (0.10770, -4.26504, 4.18347)
C (-0.17167, -2.91893, 3.83599)
C (-0.45601, -1.88397, 4.75397)
C (-0.72600, -0.61915, 4.29574)
C (-0.63400, -0.35285, 2.92337)
N (-0.35643, -1.29108, 2.03330)
C (-0.19327, -2.57954, 2.47750)
H (0.17575, -3.63184, -0.56901)
H (-1.26672, -3.04191, -0.04124)
H (0.34556, -5.62160, 1.07732)
H (0.54739, -6.21776, 3.47551)
H (0.13988, -4.54663, 5.22775)
H (-0.47323, -2.09851, 5.81564)
H (-0.98011, 0.18233, 4.97428)
H (-0.77525, 0.65171, 2.54306)
F (2.50133, -3.12092, -0.36017)
C (2.05620, -1.91755, -0.85588)
F (1.38588, -2.24929, -2.06089)
H (2.92819, -1.35462, -1.19021)
C (-4.10906, -1.13212, -4.19233)
C (-2.84005, -1.69666, -4.23372)
C (-1.86446, -1.27453, -3.34392)
C (-2.17598, -0.27806, -2.42132)
C (-3.44161, 0.29066, -2.36974)
C (-4.41052, -0.14644, -3.26445)
As (-0.77533, 0.34172, -1.27858)
C (0.46617, 1.35396, -2.33465)
C (1.34584, 0.89444, -3.30039)
C (2.13842, 1.82238, -3.96582)
C (2.03976, 3.17492, -3.66056)
C (1.15429, 3.62514, -2.69001)
C (0.35601, 2.71131, -2.01350)
C (-0.61452, 3.03950, -0.94277)
C (-0.86714, 4.30830, -0.43086)
C (-1.79641, 4.46989, 0.58656)
C (-2.48778, 3.38025, 1.10747)
C (-2.24489, 2.10672, 0.60975)
C (-1.30995, 1.95232, -0.40390)
H (-4.86584, -1.46160, -4.89135)
H (-2.60907, -2.46242, -4.96186)
H (-0.87516, -1.71728, -3.38312)
H (-3.67856, 1.07262, -1.65970)
H (-5.39972, 0.29021, -3.23960)
H (1.41835, -0.15809, -3.54161)
H (2.83152, 1.48992, -4.72672)
H (2.65641, 3.88870, -4.19004)
H (1.08983, 4.68343, -2.47374)
H (-0.34956, 5.17411, -0.82242)
H (-1.99194, 5.46086, 0.97404)
H (-3.22158, 3.52693, 1.88847)
H (-2.79869, 1.25973, 0.99907)
C (1.47556, 2.16313, 2.05041)
P (2.04721, 0.68538, 1.16080)
C (3.09195, -0.19581, 2.35800)
C (3.22461, 1.34224, -0.05475)
H (2.33088, 2.81291, 2.24257)
H (1.03693, 1.89453, 3.01046)
H (0.73889, 2.71112, 1.46158)
H (3.88111, 0.45994, 2.72934)
H (3.55493, -1.06470, 1.88729)
H (2.49539, -0.53534, 3.20682)
H (3.87461, 2.06863, 0.43533)
H (2.70823, 1.82313, -0.88503)
H (3.84650, 0.54031, -0.45090)

Net charge: +2
Relative energy (zero: lowest compared OMol25 entry of this formula, charge and spin): 1.8 kcal per mole
Energy: -117779.6256 eV
Frontier orbital gap: 7.4 eV

=====

# 3
The following is a DFT calculation (ωB97M-V with the def2-TZVPD basis set) of a structure of composition C31H31CrN3O2S5Te at a distorted geometry.

Positions of all 74 atoms, in Å:
Cr (-2.04257, -1.62224, -0.15744)
S (-5.63852, 1.19094, 5.60707)
C (-4.81402, 0.56482, 4.32563)
S (-4.61585, -1.13304, 4.06102)
C (-3.72172, -1.05016, 2.55022)
C (-3.47047, 0.19982, 2.09261)
S (-2.66674, 0.57152, 0.62082)
S (-4.05357, 1.51629, 3.09709)
S (-3.26658, -2.51513, 1.77812)
C (4.75111, 4.31648, 4.94879)
C (3.83731, 3.38141, 4.19807)
C (2.53240, 3.15308, 4.61128)
C (1.68732, 2.28957, 3.91896)
C (0.28843, 2.07521, 4.44239)
C (2.14059, 1.63634, 2.75834)
Te (0.75379, 0.18567, 1.76152)
N (-0.21561, -1.62813, 0.49770)
C (0.15823, -2.54534, -0.34751)
O (-0.77799, -2.95223, -1.16052)
C (1.50898, -3.14212, -0.45442)
C (1.80881, -3.93629, -1.56119)
C (3.07015, -4.48937, -1.70394)
C (4.03981, -4.26293, -0.73538)
C (3.74700, -3.47141, 0.36759)
C (2.48835, -2.91023, 0.50860)
C (1.05460, 1.16883, -0.10570)
C (1.59375, 0.45338, -1.17025)
C (1.73469, 1.02614, -2.42569)
C (1.34193, 2.34052, -2.62360)
C (0.81740, 3.06297, -1.56365)
C (0.65930, 2.50121, -0.29693)
C (0.07006, 3.32498, 0.81279)
C (3.47079, 1.83006, 2.36342)
C (4.07177, 1.10707, 1.18221)
C (4.29079, 2.70259, 3.07669)
H (4.23867, 4.76805, 5.79825)
H (5.10565, 5.11665, 4.29543)
H (5.62799, 3.78244, 5.32142)
H (2.16171, 3.65684, 5.50014)
H (0.11263, 2.67839, 5.33437)
H (0.13030, 1.02681, 4.70306)
H (-0.46029, 2.33784, 3.69257)
H (1.03053, -4.09549, -2.29550)
H (3.30506, -5.09828, -2.56859)
H (5.02167, -4.70914, -0.83734)
H (4.50433, -3.29761, 1.12181)
H (2.24670, -2.28512, 1.35953)
H (1.90771, -0.56949, -1.02191)
H (2.14889, 0.44389, -3.24071)
H (1.43639, 2.80023, -3.60051)
H (0.51015, 4.09134, -1.72162)
H (-0.25914, 4.29656, 0.44089)
H (0.80254, 3.48072, 1.60630)
H (-0.78968, 2.80589, 1.24103)
H (3.48649, 0.22447, 0.93304)
H (5.09491, 0.79915, 1.41034)
H (4.10227, 1.75152, 0.29979)
H (5.31896, 2.84579, 2.75201)
N (-3.37023, -1.70359, -1.52280)
C (-3.89159, -1.72808, -2.55141)
N (-4.31646, -1.86036, -3.79109)
C (-3.31736, -2.13295, -4.83044)
C (-4.01217, -2.90217, -5.94102)
O (-5.13762, -2.19136, -6.43469)
C (-6.08784, -1.93788, -5.41397)
C (-5.47438, -1.12063, -4.28803)
H (-2.50052, -2.70927, -4.39798)
H (-2.92234, -1.19027, -5.22400)
H (-4.32390, -3.88438, -5.56448)
H (-3.34081, -3.03857, -6.78701)
H (-6.46773, -2.88534, -5.01080)
H (-6.90589, -1.39279, -5.88189)
H (-6.18793, -0.96818, -3.48020)
H (-5.16141, -0.14589, -4.67872)

Multiplicity: 2
Net charge: -1
Energy: -131106.6791 eV
Frontier orbital gap (spin up / spin down): 5.1 / 5.8 eV